Entry 1:
This record from OMol25 describes a structure of composition C24H16F10FeN3O2S in a non-equilibrium geometry. The level of theory is the ωB97M-V functional and the def2-TZVPD basis.

Positions of all 57 atoms, in Å:
Fe: -0.1531 -0.3054 -0.7970
C: -0.2046 -1.3739 -3.8514
N: -0.7987 -1.7380 -2.5618
C: -2.2474 -1.5564 -2.6453
C: -2.9388 -1.4835 -1.2991
N: -2.2205 -0.5487 -0.4612
C: -2.7077 -0.2104 0.7462
C: -1.9834 0.7167 1.5327
F: -0.8053 1.1692 1.0237
C: -2.3760 1.2001 2.7548
F: -1.6180 2.0931 3.4033
C: -3.5651 0.7682 3.3157
F: -3.9856 1.2408 4.5032
C: -4.3034 -0.1601 2.6151
F: -5.4549 -0.6099 3.1403
C: -3.8880 -0.6433 1.3866
F: -4.6776 -1.5848 0.8128
C: -0.3637 -3.0822 -2.1839
C: -0.3646 -3.3353 -0.6850
N: 0.2700 -2.2149 -0.0319
C: 0.5607 -2.2675 1.2809
C: 0.3123 -3.2994 2.2090
F: -0.3731 -4.4091 1.8358
C: 0.7212 -3.2439 3.5302
F: 0.4603 -4.2827 4.3412
C: 1.3845 -2.1483 4.0361
F: 1.7877 -2.1097 5.3198
C: 1.6269 -1.0879 3.1789
F: 2.2658 -0.0015 3.6302
C: 1.2224 -1.1615 1.8699
F: 1.4832 -0.0992 1.0655
H: -0.5522 -2.0389 -4.6569
H: -0.4656 -0.3477 -4.1027
H: 0.8802 -1.4314 -3.7866
H: -2.4099 -0.6010 -3.1483
H: -2.7064 -2.3477 -3.2585
H: -3.9670 -1.1555 -1.4932
H: -3.0134 -2.4778 -0.8465
H: -0.9635 -3.8470 -2.7001
H: 0.6690 -3.1818 -2.5221
H: -1.3798 -3.5110 -0.3147
H: 0.1891 -4.2680 -0.5260
O: 5.3987 6.1270 -0.8587
C: 4.1903 5.8906 -0.2825
O: 3.7827 6.6682 0.5364
C: 3.4503 4.6765 -0.7283
C: 2.1657 4.4806 -0.2266
C: 1.3996 3.4037 -0.6299
C: 1.8879 2.4815 -1.5636
S: 0.9026 1.1808 -2.2086
C: 3.1913 2.6615 -2.0387
C: 3.9551 3.7402 -1.6298
H: 5.5932 5.4423 -1.5090
H: 1.7819 5.2031 0.4819
H: 0.4017 3.2619 -0.2337
H: 3.5892 1.9420 -2.7427
H: 4.9637 3.8172 -2.0259

Output
- E_LUMO (spin up / spin down): 2.47 / 2.46 eV
- HOMO (spin up / spin down): -0.1662 / -0.1678 hartree
- Multiplicity: 5
- Gap between HOMO and LUMO (spin up / spin down): 6.99 / 7.03 eV
- Charge: -1

Here are the Mulliken charges for atoms 1 to 4, given in e: 0.246 -1.517 1.153 -1.453


Entry 2:
This record from OMol25 describes an isolated molecule of C4H9NOS in a non-equilibrium geometry. The level of theory is the ωB97M-V functional and the def2-TZVPD basis.

Positions of all 16 atoms, in Å:
C: 1.1029 0.6125 -1.3965
C: 0.8238 0.2099 0.0899
C: 2.0171 -0.5207 0.5972
O: 3.1541 -0.2914 0.2534
N: -0.3872 -0.5576 0.2373
C: -1.5335 0.0418 0.9314
S: -0.2830 -2.1497 -0.3775
H: 1.2837 -0.2296 -1.9496
H: 0.2640 1.1755 -1.7098
H: 1.9417 1.3539 -1.5132
H: 0.6678 1.0916 0.6494
H: 1.8151 -1.2479 1.4693
H: -1.8608 1.0489 0.4921
H: -2.4026 -0.4535 0.6142
H: -1.5433 0.0316 1.9692
H: 0.3542 -2.9411 0.7371

Output
- E_LUMO: 0.57 eV
- HOMO: -0.3290 hartree
- Structure (SMILES): C[C@H](C=O)N(C)S
- Gap between HOMO and LUMO: 9.52 eV
- Charge: 0
- Energy relative to the best compared isomer or geometry (same formula, charge and spin): 65.9 kcal/mol

Here are the Mulliken charges for atoms 1 to 4, given in e: -1.387 0.089 0.003 -0.478


Entry 3:
This record from OMol25 describes a structure of composition C37H31CrF6O3 in a non-equilibrium geometry. The level of theory is the ωB97M-V functional and the def2-TZVPD basis.

Positions of all 78 atoms, in Å:
Cr: -0.0295 0.4603 2.3702
O: 1.0620 0.7243 -1.4272
C: 0.6767 0.7498 -0.1555
O: -0.4414 0.4008 0.2430
O: 1.3080 1.2094 0.7912
H: 0.2461 0.4201 -1.8313
F: -1.7405 1.5893 2.4596
C: -2.8859 1.9039 3.0823
C: -3.8571 2.4767 2.3187
C: -5.0818 2.7766 2.8887
C: -5.2548 2.4726 4.2665
C: -4.2107 2.0357 5.0684
C: -3.0406 1.6924 4.4706
H: -3.6064 2.7070 1.2937
H: -5.8786 3.2463 2.3311
H: -6.1740 2.7842 4.7402
H: -4.3962 1.9608 6.1297
H: -2.2967 1.2295 5.1021
F: -0.1384 3.2940 1.8976
C: -0.4076 4.2017 0.9627
C: -1.3646 3.8477 0.0372
C: -1.7148 4.7650 -0.9509
C: -1.0758 5.9627 -1.0696
C: -0.1216 6.4008 -0.0676
C: 0.2012 5.4636 0.9289
H: -1.7066 2.8233 0.0304
H: -2.4174 4.4342 -1.7015
H: -1.1244 6.5445 -1.9783
H: 0.4512 7.3163 -0.0709
H: 1.0162 5.5896 1.6262
F: -1.4190 -1.1110 2.3327
C: -2.0916 -2.2831 2.3022
C: -1.3251 -3.4520 2.2441
C: -1.9988 -4.6886 2.2029
C: -3.4113 -4.7400 2.2397
C: -4.1313 -3.5245 2.2748
C: -3.5019 -2.3380 2.3260
H: -0.2486 -3.4810 2.3267
H: -1.5195 -5.6480 2.0753
H: -3.9417 -5.6801 2.2019
H: -5.2106 -3.5150 2.3132
H: -4.1046 -1.4454 2.4067
F: 8.4512 2.1219 -0.4775
C: 7.2766 1.7149 -0.0011
C: 6.3299 1.2179 -0.8866
C: 5.0730 0.9673 -0.3115
C: 4.8745 1.1678 1.0445
C: 5.9240 1.5970 1.9023
C: 7.1294 1.8363 1.3647
H: 6.3758 1.1696 -1.9646
H: 4.2420 0.6133 -0.9035
H: 3.8745 1.0301 1.4284
H: 5.7768 1.8731 2.9360
H: 7.9593 2.1978 1.9538
F: -0.4115 -5.0984 -0.3134
C: -1.0383 -4.2299 -1.1691
C: -0.6766 -2.8961 -1.1778
C: -1.2271 -2.0134 -2.1127
C: -2.2576 -2.4149 -2.9243
C: -2.7293 -3.7400 -2.8244
C: -2.0839 -4.6314 -1.9774
H: 0.0743 -2.5528 -0.4817
H: -0.9419 -0.9769 -2.2162
H: -2.6774 -1.6380 -3.5460
H: -3.6132 -3.9909 -3.3919
H: -2.4169 -5.6523 -1.8621
F: 3.6340 -0.3558 -6.1177
C: 3.2129 -1.3369 -5.2565
C: 3.2047 -2.6589 -5.6826
C: 2.8151 -3.6220 -4.8108
C: 2.4211 -3.2684 -3.5121
C: 2.4188 -1.9261 -3.0487
C: 2.7461 -0.9590 -4.0088
H: 3.3931 -2.9220 -6.7130
H: 2.9924 -4.6004 -5.2323
H: 2.0541 -4.0921 -2.9177
H: 2.0899 -1.5895 -2.0767
H: 2.6382 0.0824 -3.7439

Output
- E_LUMO (spin up / spin down): 0.41 / 0.37 eV
- HOMO (spin up / spin down): -0.2240 / -0.3139 hartree
- Multiplicity: 6
- Gap between HOMO and LUMO (spin up / spin down): 6.51 / 8.91 eV
- Charge: 0

Here are the Mulliken charges for atoms 1 to 4, given in e: 0.217 -0.444 1.073 -0.655


Entry 4:
This record from OMol25 describes a structure of composition C42H35As2Cl3InN5O8S2 in a non-equilibrium geometry. The level of theory is the ωB97M-V functional and the def2-TZVPD basis.

Positions of all 98 atoms, in Å:
In: 2.5535 0.8012 -2.1459
C: -2.5374 -1.0082 2.2872
C: -2.2107 -0.0796 3.4487
As: -1.1750 1.4207 2.7403
C: -2.7469 2.2869 1.8442
C: -3.9478 2.4791 2.5494
C: -5.0880 2.8114 1.8173
C: -5.0087 3.2462 0.4841
C: -3.7761 3.1633 -0.1896
C: -2.6415 2.7198 0.4956
C: -1.1748 2.4675 4.3896
C: -1.0683 1.9060 5.6191
C: -1.1882 2.7320 6.7965
C: -1.3210 4.0932 6.6488
C: -1.3784 4.6948 5.3612
C: -1.3762 3.8757 4.2567
As: -0.8077 -1.6419 1.4012
C: -1.6711 -3.3275 0.7517
C: -2.9761 -3.3856 0.2491
C: -3.4812 -4.5726 -0.3248
C: -2.7443 -5.7578 -0.2406
C: -1.4633 -5.7192 0.3638
C: -0.8898 -4.4826 0.7607
C: 0.0342 -2.5686 2.9166
C: -0.6089 -3.1674 4.0055
C: 0.1535 -3.8484 4.9513
C: 1.5470 -3.9847 4.8292
C: 2.1524 -3.3224 3.8146
C: 1.4383 -2.6306 2.8354
H: -3.1791 -0.4851 1.5649
H: -3.1552 -1.8956 2.6625
H: -3.1611 0.2971 3.8621
H: -1.6774 -0.6390 4.2547
H: -4.0082 2.5300 3.6558
H: -6.0283 2.8344 2.3483
H: -5.8975 3.6316 -0.0101
H: -3.7799 3.4415 -1.2253
H: -1.6954 2.6060 -0.0250
H: -0.8439 0.8266 5.6641
H: -1.0444 2.2515 7.7681
H: -1.6421 4.6627 7.5087
H: -1.5738 5.7837 5.2869
H: -1.6604 4.3523 3.2441
H: -3.5249 -2.4282 0.0820
H: -4.4272 -4.5790 -0.9111
H: -3.1920 -6.6886 -0.5934
H: -0.8925 -6.6312 0.5808
H: 0.1054 -4.5262 0.9579
H: -1.7003 -3.2413 4.1423
H: -0.3926 -4.1605 5.7872
H: 2.1285 -4.4206 5.6145
H: 3.2011 -3.4382 3.6509
H: 1.9621 -2.1818 1.9406
O: 2.3043 4.1610 2.7285
C: 3.5351 4.2564 2.3079
O: 4.4090 4.9804 2.8165
C: 3.8945 3.4311 1.0883
C: 5.1103 3.3271 0.5410
N: 5.0215 2.6410 -0.6278
N: 3.7525 2.2885 -0.8908
C: 3.0216 2.7116 0.1491
C: 1.6071 2.2471 0.1974
O: 0.8310 2.8241 1.0487
O: 1.2146 1.2885 -0.6143
H: 1.6495 3.7344 2.0764
H: 6.0250 3.7633 0.9056
H: 5.7358 2.4533 -1.3212
N: 0.8511 -4.1504 -7.7873
C: 0.5111 -3.0338 -7.0311
C: -0.0304 -1.8416 -7.5568
C: -0.4592 -0.8001 -6.7521
C: -0.0815 -0.8310 -5.4070
C: 0.4758 -1.9718 -4.8237
C: 0.6554 -3.0753 -5.6309
S: -0.4534 0.5737 -4.3345
O: -1.0034 0.0899 -3.1187
O: -1.0912 1.5784 -5.1751
N: 1.0138 1.1739 -3.8887
C: 1.5383 2.2014 -4.5783
S: 1.0145 2.8941 -6.1408
C: 1.8821 4.3533 -5.7577
C: 2.6334 4.1406 -4.6103
N: 2.4922 2.9702 -3.9895
H: 1.0294 -4.0185 -8.7862
H: 1.4224 -4.8755 -7.3428
H: -0.2320 -1.8150 -8.6268
H: -1.0609 0.0194 -7.1378
H: 0.7297 -2.0456 -3.7744
H: 0.8072 -4.0165 -5.1041
H: 1.8007 5.1836 -6.4603
H: 3.4018 4.7872 -4.1767
Cl: 4.5784 -3.2432 -0.3347
C: 3.5244 -3.2107 -1.8101
Cl: 4.4825 -3.8473 -3.2049
Cl: 2.0849 -4.2956 -1.5706
C: 3.0716 -1.7776 -1.9675
O: 1.9314 -1.4312 -1.5447
O: 3.8495 -0.8957 -2.5098

Output
- E_LUMO: -1.12 eV
- HOMO: -0.2782 hartree
- Gap between HOMO and LUMO: 6.45 eV
- Charge: 0
- Energy relative to the best compared isomer or geometry (same formula, charge and spin): 0.0 kcal/mol

Here are the Mulliken charges for atoms 1 to 4, given in e: 1.953 -1.405 -1.133 0.969


Entry 5:
This record from OMol25 describes an isolated molecule of C4H10N2O in a non-equilibrium geometry. The level of theory is the ωB97M-V functional and the def2-TZVPD basis.

Positions of all 17 atoms, in Å:
N: -1.5324 1.5013 2.1117
C: -0.7924 1.5765 0.8365
C: -1.2559 0.5387 -0.1280
C: -0.5696 -0.8655 0.0815
N: 0.8321 -0.8177 -0.2017
C: 1.4482 -1.4398 -1.2349
O: 2.3862 -1.0035 -1.8615
H: -2.5029 1.7190 1.9725
H: -1.1669 2.0595 2.8570
H: 0.2619 1.4228 1.0691
H: -0.9765 2.5791 0.4408
H: -0.9960 0.8310 -1.1520
H: -2.2927 0.1937 -0.0962
H: -0.7892 -1.0951 1.1275
H: -1.1047 -1.5335 -0.5840
H: 1.5426 -0.2250 0.2096
H: 1.0353 -2.3925 -1.6064

Output
- E_LUMO: 1.00 eV
- HOMO: -0.3393 hartree
- Structure (SMILES): NCCCNC=O
- Gap between HOMO and LUMO: 10.24 eV
- Charge: 0
- Energy relative to the best compared isomer or geometry (same formula, charge and spin): 38.1 kcal/mol

Here are the Mulliken charges for atoms 1 to 4, given in e: -0.586 -0.364 -0.524 -0.663


Entry 6:
This record from OMol25 describes a structure of composition C15H25CoN2O6Si. The level of theory is the ωB97M-V functional and the def2-TZVPD basis.

Positions of all 50 atoms, in Å:
Co: 0.1312 -0.2946 0.8126
C: 0.6953 0.1881 4.0575
O: 1.2894 0.4905 2.8050
C: 1.4573 1.8717 2.5626
C: 0.1858 2.5172 2.0543
O: -0.0658 2.0423 0.7468
C: -1.3375 2.4655 0.2853
H: 1.3133 0.5947 4.8668
H: 0.6571 -0.8971 4.1257
H: -0.3232 0.5791 4.1271
H: 2.2289 1.9538 1.7934
H: 1.8061 2.3760 3.4741
H: 0.3025 3.6114 2.0336
H: -0.6647 2.2612 2.6975
H: -1.3830 3.5629 0.2860
H: -2.1250 2.0442 0.9133
H: -1.4343 2.0922 -0.7296
C: 3.7055 -0.8444 0.7173
C: 2.9396 -0.6944 -0.5637
C: 3.5631 -0.8045 -1.7962
C: 2.7885 -0.6543 -2.9480
C: 1.4395 -0.4304 -2.8655
C: 0.8366 -0.3589 -1.5809
N: 1.6367 -0.4456 -0.4707
N: -0.4378 -0.2289 -1.2506
Si: -1.8293 -0.4977 -2.2062
C: -2.0959 0.8319 -3.5247
C: -1.7523 -2.1500 -3.1047
C: -3.3146 -0.4905 -1.0688
H: 4.3671 -1.7096 0.6640
H: 3.0219 -0.9645 1.5510
H: 4.3253 0.0374 0.8976
H: 4.6219 -1.0135 -1.8514
H: 3.2610 -0.7253 -3.9220
H: 0.8285 -0.3184 -3.7486
H: -1.3012 0.8314 -4.2707
H: -2.1353 1.8288 -3.0867
H: -3.0395 0.6588 -4.0457
H: -0.9654 -2.1678 -3.8581
H: -2.6982 -2.3727 -3.6003
H: -1.5458 -2.9479 -2.3929
H: -3.6120 0.5207 -0.7933
H: -3.0824 -1.0190 -0.1473
H: -4.1719 -0.9758 -1.5380
O: -2.6537 -1.1099 3.3723
C: -1.7989 -1.1257 2.5105
O: -1.4297 -0.0824 1.8376
C: -0.9666 -2.4005 2.1638
O: -1.3273 -3.5038 2.5246
O: 0.0889 -2.1318 1.4842

Output
- E_LUMO (spin up / spin down): 2.88 / 2.88 eV
- HOMO (spin up / spin down): -0.1681 / -0.1676 hartree
- Multiplicity: 2
- Gap between HOMO and LUMO (spin up / spin down): 7.46 / 7.44 eV
- Charge: -1
- Energy relative to the best compared isomer or geometry (same formula, charge and spin): 0.0 kcal/mol

Here are the Mulliken charges for atoms 1 to 4, given in e: 0.635 -0.980 -0.082 -0.778


Entry 7:
This record from OMol25 describes a structure of composition C37H41CaN4O2P. The level of theory is the ωB97M-V functional and the def2-TZVPD basis.

Positions of all 86 atoms, in Å:
Ca: 0.0744 0.0810 0.1458
C: 4.4626 4.9196 2.8547
C: 3.8874 3.7336 2.1298
C: 4.4449 2.4889 2.1898
C: 3.9236 1.4051 1.4371
C: 4.5381 0.1447 1.3400
N: 5.2811 -0.4843 2.2223
C: 5.4100 -0.2018 3.6608
C: 4.0459 -0.1432 4.3504
C: 3.2754 -1.4714 4.2692
N: 1.8678 -1.2658 3.9599
C: 0.8598 -1.7484 4.6275
C: -0.4970 -1.5949 4.2652
C: -1.4740 -2.1735 5.1064
C: -2.8134 -2.0701 4.8399
C: -3.8674 -2.6815 5.7234
C: -3.1700 -1.3489 3.6916
C: -2.2677 -0.7762 2.8080
C: -2.8514 -0.0240 1.6934
N: -2.2544 0.4167 0.6621
C: -3.0036 1.2442 -0.2780
C: -2.4869 2.6879 -0.3153
C: -1.2028 2.9689 -1.1004
N: 0.0005 2.4139 -0.4829
C: 0.9121 3.2148 -0.1004
C: 2.1502 2.8657 0.6038
C: 2.7415 3.8836 1.3215
C: 2.7467 1.5550 0.6199
O: 2.2675 0.5481 0.0109
C: -0.8665 -0.8830 3.0780
O: 0.0461 -0.3581 2.3353
H: 5.2824 4.6261 3.5079
H: 3.7042 5.4122 3.4639
H: 4.8458 5.6583 2.1494
H: 5.3514 2.3548 2.7655
H: 4.3610 -0.4041 0.4187
H: 5.7151 -1.3382 1.9051
H: 5.9623 0.7191 3.8284
H: 6.0136 -1.0069 4.0777
H: 3.4464 0.6532 3.9092
H: 4.2074 0.1368 5.3913
H: 3.3467 -2.0282 5.2028
H: 3.6940 -2.1050 3.4837
H: 1.5840 -0.7490 3.1176
H: 1.0926 -2.3120 5.5276
H: -1.1423 -2.7061 5.9920
H: -3.4339 -3.0640 6.6454
H: -4.3691 -3.5095 5.2209
H: -4.6292 -1.9480 5.9878
H: -4.2291 -1.2282 3.4825
H: -3.9262 0.1588 1.8078
H: -4.0652 1.2658 -0.0096
H: -2.9264 0.7908 -1.2711
H: -2.3863 3.0630 0.7068
H: -3.2660 3.2900 -0.7874
H: -1.1066 4.0536 -1.2168
H: -1.2935 2.5434 -2.1041
H: 0.7776 4.2919 -0.2506
H: 2.2867 4.8693 1.2773
C: -0.3941 -4.3822 0.2636
P: 0.2222 -2.8590 -0.5308
C: 1.6432 -3.4066 -1.5210
C: 1.5361 -3.8830 -2.8249
C: 2.6680 -4.3078 -3.5061
C: 3.9094 -4.2729 -2.8873
C: 4.0226 -3.8062 -1.5846
C: 2.8959 -3.3639 -0.9088
C: -1.0585 -2.3924 -1.7350
C: -2.3483 -2.9143 -1.7391
C: -3.3181 -2.3764 -2.5786
C: -3.0133 -1.3133 -3.4161
C: -1.7296 -0.7819 -3.4199
C: -0.7625 -1.3105 -2.5779
H: -1.2748 -4.1635 0.8680
H: 0.3900 -4.7511 0.9251
H: -0.6260 -5.1584 -0.4659
H: 0.5695 -3.9257 -3.3126
H: 2.5776 -4.6739 -4.5199
H: 4.7884 -4.6107 -3.4195
H: 4.9917 -3.7879 -1.1022
H: 2.9806 -2.9823 0.1045
H: -2.6028 -3.7490 -1.0992
H: -4.3142 -2.7990 -2.5839
H: -3.7701 -0.9077 -4.0742
H: -1.4783 0.0288 -4.0920
H: 0.2561 -0.9238 -2.6239

Output
- E_LUMO: -5.74 eV
- HOMO: -0.4805 hartree
- Gap between HOMO and LUMO: 7.33 eV
- Charge: +2

Here are the Mulliken charges for atoms 1 to 4, given in e: 2.155 -1.708 0.060 -0.222


Look up the charge of the first one. -1